No. 1
Here is a cluster of 2 separate species, C10H15NO2 in total from the Open Molecules 2025 dataset. Energies are from ωB97M-V/def2-TZVPD.

## Properties
- E_HOMO: -8.32 eV
- Gap between HOMO and LUMO: 9.100 eV
- Electronic energy: -16197.4702 eV
- Lowest unoccupied orbital energy: 0.78 eV
- SMILES: Cc1ccc(O)cc1.CCC(N)=O
- Multiplicity: 1
- Max |F|: 5.0 eV/A
- Relative energy (zero: lowest compared OMol25 entry of this formula, charge and spin): 37.4 kcal/mol

Atoms and positions in Å:
C -0.13535 -2.38668 -1.36023
C -0.31799 -2.07337 -2.93288
C 1.33401 -2.62345 -1.19994
O 2.18979 -1.81957 -1.34795
N 1.54300 -3.95449 -0.60729
H -0.40425 -1.55780 -0.67475
H -0.81916 -3.17593 -1.13372
H 0.31432 -1.14998 -3.22814
H 2.42459 -4.37373 -0.44007
H 0.79443 -4.59728 -0.60957
H -1.39018 -1.77480 -3.18812
H -0.07671 -3.00965 -3.56802
C 1.59194 2.46860 2.74472
C -1.15636 0.41490 1.09886
C -1.72194 1.36509 0.24107
C 0.03068 0.86693 1.70224
C 0.47318 2.20282 1.85795
C -1.18649 2.64670 0.24055
C -0.12771 3.13654 1.03932
O -2.77436 1.14433 -0.59498
H -1.53763 -0.53041 1.24101
H 0.62099 0.14341 2.14485
H -1.63908 3.28557 -0.43301
H -3.19351 1.99734 -0.89594
H 1.90010 1.56431 3.28191
H 1.47308 3.24011 3.45863
H 0.19896 4.18960 1.00428
H 2.50588 2.72409 2.24511

Mulliken atomic charge list, values in e, 8 entries:
1. C 0.255
2. C -1.073
3. C 0.354
4. O -0.536
5. N -0.374
6. H -0.272
7. H 0.353
8. H 0.271

No. 2
Here is a cluster of 2 separate species, H4O2 in total from the Open Molecules 2025 dataset. Energies are from ωB97M-V/def2-TZVPD.

## Properties
- E_HOMO: -11.31 eV
- Gap between HOMO and LUMO: 11.996 eV
- Electronic energy: -4159.8124 eV
- Lowest unoccupied orbital energy: 0.68 eV
- SMILES: O.O
- Multiplicity: 1
- Max |F|: 0.2 eV/A
- Relative energy (zero: lowest compared OMol25 entry of this formula, charge and spin): 2.9 kcal/mol

Atoms and positions in Å:
O -0.28045 0.91581 -1.44154
H -0.89058 0.46050 -0.85356
H 0.45502 1.15408 -0.86949
O 0.21524 -0.49050 1.22771
H -0.43633 -1.20153 1.24719
H 0.93710 -0.83835 0.68969

The computed Mulliken charges, all in e, follow:
1. O -0.636
2. H 0.333
3. H 0.309
4. O -0.665
5. H 0.320
6. H 0.338

No. 3
Here is the molecule C3H8N2O from the Open Molecules 2025 dataset. Energies are from ωB97M-V/def2-TZVPD.

## Properties
- E_HOMO (alpha / beta): -6.15 / -10.78 eV
- Gap between HOMO and LUMO (alpha / beta): 7.196 / 10.724 eV
- Electronic energy: -8262.6501 eV
- Lowest unoccupied orbital energy (alpha / beta): 1.04 / -0.05 eV
- <S²>: 2.008
- Multiplicity: 3
- Max |F|: 4.9 eV/A
- Relative energy (zero: lowest compared OMol25 entry of this formula, charge and spin): 6.8 kcal/mol

Atoms and positions in Å:
C -1.51700 -0.86572 -0.36174
C 0.60600 0.46007 -0.25652
C 1.80096 0.69458 0.64472
N 0.05259 -0.75713 -0.14630
N -3.12040 0.81196 0.27084
O -2.25816 -0.20736 0.65086
H -1.59348 -2.03401 -0.47751
H -1.71954 -0.50760 -1.31960
H 0.31555 1.11977 -1.01447
H 1.54254 0.10869 1.46596
H 2.03218 1.73028 0.90029
H 2.75118 0.35312 0.32524
H 0.36885 -1.24668 0.68934
H -3.31019 0.65246 -0.76432

Mulliken atomic charge list, values in e, 8 entries:
1. C -0.542
2. C -0.187
3. C -1.016
4. N -0.354
5. N -0.278
6. O -0.121
7. H 0.300
8. H 0.381

No. 4
Here is a structure of composition C30H45NO2P2Pd from the Open Molecules 2025 dataset. Energies are from ωB97M-V/def2-TZVPD.

## Properties
- E_HOMO (alpha / beta): -5.21 / -6.64 eV
- Gap between HOMO and LUMO (alpha / beta): 4.777 / 5.637 eV
- Electronic energy: -59474.4534 eV
- Lowest unoccupied orbital energy (alpha / beta): -0.43 / -1.00 eV
- <S²>: 2.015
- Multiplicity: 3
- Max |F|: 3.0 eV/A
- Relative energy (zero: lowest compared OMol25 entry of this formula, charge and spin): 14.8 kcal/mol

Atoms and positions in Å:
P 0.54700 -1.59292 -2.56952
P -0.02777 1.83246 -1.65905
C 0.96097 -0.05034 -3.62188
C 1.14792 1.33195 -2.97218
H 0.02096 -0.01825 -4.18112
H 1.75435 -0.30028 -4.33614
H 2.16592 1.41937 -2.57629
H 1.00842 2.14667 -3.68149
C -1.47752 2.76982 -2.27662
H -1.86010 3.36701 -1.43897
H -2.30997 2.07469 -2.52518
H -1.26353 3.41586 -3.14721
C 1.07018 2.99593 -0.79489
H 0.97035 4.00520 -1.21390
H 2.11062 2.67027 -0.91917
H 0.81829 2.98529 0.26548
C -0.55865 -2.85300 -3.21224
H -0.51730 -3.73532 -2.56571
H -0.31642 -3.15264 -4.22950
H -1.59297 -2.48249 -3.17278
C 2.20427 -2.24417 -2.40826
H 2.88604 -1.41348 -2.19222
H 2.45637 -2.71930 -3.36806
H 2.22545 -2.97754 -1.59334
Pd -1.18287 -0.16807 -2.11188
C 0.14700 1.34076 -5.92971
C -1.13653 1.27888 -5.49202
C -2.19721 0.66840 -6.32678
C -1.81745 -0.75791 -6.80357
C -1.05793 -1.51197 -5.77736
C 0.28402 -1.69554 -5.82535
C 1.17927 -0.93801 -6.74132
C 0.74935 0.55372 -7.04632
C -0.17602 -1.10253 -0.33386
H 0.86718 2.08058 -5.53809
H -1.47690 1.77323 -4.57037
H -2.34526 1.25930 -7.23414
H -3.13958 0.61112 -5.77456
H -2.75126 -1.30839 -6.98536
H -1.22720 -0.73287 -7.71861
H -1.70628 -2.00842 -5.06243
H 0.78624 -2.57043 -5.38929
H 1.22829 -1.44054 -7.71706
H 2.19568 -0.92910 -6.32636
H 1.70247 1.04679 -7.26656
H 0.11770 0.61576 -7.93453
H 0.37649 -0.32497 0.23801
H 0.46470 -1.99860 -0.31483
H -1.12497 -1.33074 0.20874
C 3.94493 1.46091 5.00688
C 2.87582 0.40160 4.83320
C 3.20640 -0.93816 5.04419
C 2.26872 -1.96261 4.85537
C 0.97634 -1.62924 4.46051
C 0.63446 -0.27558 4.21585
N -0.61264 -0.04368 3.64321
C -1.55130 0.95974 3.91128
C -1.82002 1.44290 5.19909
C -2.67211 2.54498 5.34702
C -3.29823 3.12024 4.23345
C -3.07986 2.56603 2.97546
C -2.15808 1.55028 2.79897
C -1.55834 1.32402 1.40949
O -2.30284 0.78795 0.55207
O -0.37719 1.78702 1.37846
C 1.57908 0.75843 4.43933
C 1.18532 2.16437 4.16306
H 4.13884 2.03661 4.09240
H 3.67061 2.19078 5.77622
H 4.90122 1.01655 5.31204
H 4.20842 -1.17702 5.36435
H 2.50960 -3.01562 4.99825
H 0.19278 -2.39006 4.33204
H -0.96812 -0.85684 3.13330
H -1.31623 0.98949 6.07053
H -2.85640 2.93790 6.34764
H -3.90888 4.01018 4.34648
H -3.56512 2.93689 2.08805
H 0.84859 2.27912 3.11850
H 0.34936 2.48217 4.77871
H 1.99204 2.86234 4.37069

Mulliken atomic charge list, values in e, 8 entries:
1. P 1.352
2. P 1.375
3. C -0.204
4. C -0.615
5. H -1.040
6. H 0.951
7. H 0.499
8. H 0.143

No. 5
Here is a structure of composition C24H29Cl2NOPdS3 from the Open Molecules 2025 dataset. Energies are from ωB97M-V/def2-TZVPD.

## Properties
- E_HOMO (alpha / beta): -12.88 / -13.96 eV
- Gap between HOMO and LUMO (alpha / beta): 7.737 / 5.814 eV
- Electronic energy: -89908.9863 eV
- Lowest unoccupied orbital energy (alpha / beta): -5.15 / -8.14 eV
- <S²>: 6.057
- Charge: +2
- Multiplicity: 5
- Max |F|: 0.4 eV/A
- Relative energy (zero: lowest compared OMol25 entry of this formula, charge and spin): 0.0 kcal/mol

Atoms and positions in Å:
Pd 1.19581 1.67990 0.53507
C 2.22523 1.42832 2.75419
C 1.75743 2.79063 2.81777
C 0.33958 2.76693 2.89184
C -0.07816 1.40870 2.92469
C 1.08953 0.57693 2.82849
C 1.12070 -0.90432 2.90906
C -1.47872 0.94813 3.07610
C -0.56157 3.93978 3.03818
C 2.64249 3.97295 2.96331
C 3.64909 1.01087 2.84057
H 1.99671 -1.31037 2.40543
H 0.23266 -1.34452 2.45996
H 1.16008 -1.22036 3.95550
H -2.13027 1.42748 2.34200
H -1.86090 1.22200 4.06345
H -1.56900 -0.12969 2.96603
H -0.82074 4.08682 4.09031
H -1.49510 3.79376 2.49530
H -0.09741 4.85878 2.68591
H 2.11648 4.90824 2.78850
H 3.49847 3.92129 2.28930
H 3.04388 4.00038 3.98116
H 3.81003 0.01687 2.42730
H 3.95902 0.98386 3.88953
H 4.30725 1.71099 2.32677
S 3.25199 0.61976 -0.38705
C 2.97410 0.42337 -2.03743
N 3.82369 -0.17970 -2.84884
C 3.39698 -0.40200 -4.23005
C 2.33087 0.65689 -4.49874
S 1.57198 0.99862 -2.87832
H 4.66024 -0.60045 -2.47016
H 2.99413 -1.41246 -4.32857
H 4.24809 -0.29390 -4.89889
H 1.56678 0.29266 -5.18017
H 2.75795 1.57723 -4.89184
Cl -0.74824 3.54426 -0.52637
C 0.58216 4.51535 -1.17191
Cl 2.14517 4.03974 -0.44392
H 0.40542 5.55723 -0.93334
H 0.65584 4.33790 -2.23805
C -6.53786 -5.90694 -2.78933
C -5.32519 -5.05095 -2.96650
O -5.14781 -4.20048 -3.77206
S -3.95603 -5.54320 -1.78482
C -3.07820 -4.11822 -1.46590
C -1.86817 -4.32885 -0.73878
C -1.08181 -3.28319 -0.37376
C -1.45107 -1.94829 -0.70728
C -2.65995 -1.74803 -1.43358
C -3.45057 -2.79119 -1.80780
C -0.65964 -0.87430 -0.33238
C 0.04317 0.08145 0.00075
H -7.30622 -5.57219 -3.48055
H -6.88210 -5.85690 -1.75686
H -6.27027 -6.94477 -3.00174
H -1.58233 -5.34218 -0.48790
H -0.16165 -3.44737 0.17023
H -2.94123 -0.73437 -1.68537
H -4.35276 -2.60891 -2.36845

Mulliken atomic charge list, values in e, 8 entries:
1. Pd 0.417
2. C -0.296
3. C 0.276
4. C 0.733
5. C 1.632
6. C 0.840
7. C -1.704
8. C -1.657

No. 6
Here is a cluster of 2 separate species, C8H5Cl3FN4O3 in total from the Open Molecules 2025 dataset. Energies are from ωB97M-V/def2-TZVPD.

## Properties
- E_HOMO: -13.25 eV
- Gap between HOMO and LUMO: 6.730 eV
- Electronic energy: -60753.9108 eV
- Lowest unoccupied orbital energy: -6.52 eV
- Charge: +1
- Multiplicity: 1
- Max |F|: 1.6 eV/A

Atoms and positions in Å:
N 1.34253 -2.19104 0.91674
C 1.63023 -1.09213 1.06518
O 1.72388 0.21423 1.19176
C 0.63163 0.78983 0.53865
C -0.62673 0.64528 1.14928
C -1.67855 1.20023 0.45031
C -3.09847 1.08655 0.98221
O -3.36841 1.53326 2.04667
N -4.04108 0.38205 0.16419
C -4.09445 -1.01133 0.49022
O -4.80488 -1.48433 1.28602
F -3.23589 -1.73769 -0.22922
C -1.33727 1.82318 -0.75133
N -0.10407 1.92639 -1.20259
N 0.93055 1.40449 -0.56476
H -0.77263 0.13946 2.09429
H -3.75244 0.44210 -0.81168
H -2.12015 2.25849 -1.36282
H 0.09261 2.39483 -2.08319
C 5.40667 -1.81816 -1.01967
Cl 4.93065 -2.56860 -2.53793
Cl 6.36146 -0.36491 -1.30680
Cl 3.97065 -1.45066 -0.03993
H 6.01418 -2.52152 -0.46559

Mulliken atomic charge list, values in e, 8 entries:
1. N -0.314
2. C 0.384
3. O -0.305
4. C 0.303
5. C -0.016
6. C 0.279
7. C 0.138
8. O -0.359

- Which of these has the lowest max |F|?
  H4O2

- What is the formula in the fourth record?
  C30H45NO2P2Pd

What did the sixth record say?
Here is a cluster of 2 separate species, C8H5Cl3FN4O3 in total from the Open Molecules 2025 dataset. Energies are from ωB97M-V/def2-TZVPD.

## Properties
- E_HOMO: -13.25 eV
- Gap between HOMO and LUMO: 6.730 eV
- Electronic energy: -60753.9108 eV
- Lowest unoccupied orbital energy: -6.52 eV
- Charge: +1
- Multiplicity: 1
- Max |F|: 1.6 eV/A

Atoms and positions in Å:
N 1.34253 -2.19104 0.91674
C 1.63023 -1.09213 1.06518
O 1.72388 0.21423 1.19176
C 0.63163 0.78983 0.53865
C -0.62673 0.64528 1.14928
C -1.67855 1.20023 0.45031
C -3.09847 1.08655 0.98221
O -3.36841 1.53326 2.04667
N -4.04108 0.38205 0.16419
C -4.09445 -1.01133 0.49022
O -4.80488 -1.48433 1.28602
F -3.23589 -1.73769 -0.22922
C -1.33727 1.82318 -0.75133
N -0.10407 1.92639 -1.20259
N 0.93055 1.40449 -0.56476
H -0.77263 0.13946 2.09429
H -3.75244 0.44210 -0.81168
H -2.12015 2.25849 -1.36282
H 0.09261 2.39483 -2.08319
C 5.40667 -1.81816 -1.01967
Cl 4.93065 -2.56860 -2.53793
Cl 6.36146 -0.36491 -1.30680
Cl 3.97065 -1.45066 -0.03993
H 6.01418 -2.52152 -0.46559

Mulliken atomic charge list, values in e, 8 entries:
1. N -0.314
2. C 0.384
3. O -0.305
4. C 0.303
5. C -0.016
6. C 0.279
7. C 0.138
8. O -0.359

- Which of these has the highest max |F|?
  C10H15NO2